Entry 1:
Entry from the Open Molecules 2025 dataset: one molecule with the formula CH2N2O3S in a non-equilibrium geometry (the ωB97M-V functional and the def2-TZVPD basis).

As for the spin multiplicity: 1. The orbital gap (spin up / spin down) is 7.989 / 7.986 eV. Its total charge is 0. The calculation puts the energy above the lowest of the compared OMol25 structures with the same formula, charge and spin at 3.955 eV. The energy comes out at -772.5615 hartree. As for the SMILES: O=S(=O)=N/C=[NH+]\[O-].

```
9
CH2N2O3S the ωB97M-V functional and the def2-TZVPD basis
O 2.96320 -0.60526 1.06206
S 1.55960 -0.32258 0.98667
O 0.74952 -0.22977 2.17641
N 0.84029 -0.33285 -0.40066
C -0.54329 -0.30416 -0.44580
N -1.30865 0.72497 -0.88362
O -1.02801 1.91140 -1.12905
H -0.91097 -1.34195 -0.32665
H -2.32169 0.50021 -1.03936
```

natural (NBO) atomic charge list, values in e, 2 entries: -0.793 2.258


Entry 2:
Entry from the Open Molecules 2025 dataset: a 2-piece molecular cluster, C5H8N2 overall (the ωB97M-V functional and the def2-TZVPD basis).

As for the spin multiplicity: 1. The orbital gap (spin up / spin down) is 8.381 / 8.381 eV. Its total charge is 0. The calculation puts the energy above the lowest of the compared OMol25 structures with the same formula, charge and spin at 6.234 eV. The energy comes out at -304.6064 hartree.

```
15
C5H8N2 the ωB97M-V functional and the def2-TZVPD basis
C 0.41494 0.16310 2.10245
N 0.18279 -0.07995 0.68162
C -1.07515 -0.45777 0.16136
C -0.62576 -0.55071 -1.17837
C -0.57335 0.66641 -1.87311
C 0.69059 -1.19131 -1.05463
N 1.19579 -0.90661 0.09248
H 1.41621 0.57776 2.23109
H 0.32699 -0.78122 2.64165
H -0.33431 0.87064 2.46275
H -1.85486 0.26607 0.39401
H 0.36154 0.97638 -0.30778
H -1.37821 1.38860 -1.73339
H -0.02620 0.76081 -2.81121
H 1.27898 -1.70219 -1.80892
```

natural (NBO) atomic charge list, values in e, 2 entries: -0.396 -0.259


Entry 3:
Entry from the Open Molecules 2025 dataset: a 2-piece molecular cluster, C5H11O3 overall in a non-equilibrium geometry (the ωB97M-V functional and the def2-TZVPD basis).

As for the spin multiplicity: 1. The orbital gap is 6.079 eV. Its total charge is -1. The calculation puts the energy above the lowest of the compared OMol25 structures with the same formula, charge and spin at 3.560 eV. The energy comes out at -422.7829 hartree.

```
19
C5H11O3 the ωB97M-V functional and the def2-TZVPD basis
C 2.03141 2.14612 0.91720
O 1.05327 3.10909 1.08399
C 1.72814 0.79866 0.12042
C 0.77145 -0.12741 0.87966
C 0.20789 -1.16386 -0.05810
C -1.19488 -1.19980 -0.26035
O -1.96140 -1.85358 -0.97644
H 2.87953 2.65713 0.66410
H 2.31465 1.78810 2.00430
H 2.75247 0.33819 -0.05824
H 1.33525 1.14097 -0.90042
H 0.93161 -0.54700 1.90386
H -0.20234 0.39916 1.12696
H 0.97099 -1.52935 -0.83244
H 0.19069 2.76546 0.97258
H -1.77079 -0.31336 0.21185
H -3.85022 -2.57621 -2.94263
H -3.90544 -2.65638 -1.51266
O -4.28228 -3.17592 -2.34365
```

natural (NBO) atomic charge list, values in e, 2 entries: -0.038 -0.733


Entry 4:
Entry from the Open Molecules 2025 dataset: C7H12CuN3 as an isolated structure in a non-equilibrium geometry (the ωB97M-V functional and the def2-TZVPD basis).

As for the spin multiplicity: 2. The orbital gap (spin up / spin down) is 4.986 / 6.566 eV. Its total charge is -1. The calculation puts the energy above the lowest of the compared OMol25 structures with the same formula, charge and spin at 0.000 eV. The energy comes out at -2078.6219 hartree. As for the expectation value of S²: 0.76.

```
23
C7H12CuN3 the ωB97M-V functional and the def2-TZVPD basis
C 1.23420 3.46135 -2.29910
Cu -0.70544 1.31683 -0.92806
N -2.50177 1.31115 0.01771
H -1.23650 2.27009 -1.97293
H -2.85426 0.39732 -0.26902
H 0.35774 3.45209 -1.63363
H 1.05782 4.08018 -3.17654
H 1.43863 2.43946 -2.61116
H 2.08938 3.86347 -1.72738
H -2.25962 1.20343 0.99634
H -3.29415 1.95280 -0.02465
N 1.57879 -5.10234 2.67847
C 1.28085 -4.10500 2.14172
C 0.85275 -2.86014 1.49348
C -0.48535 -2.45123 1.61206
C -0.90860 -1.26553 0.99401
N -0.08008 -0.46596 0.28266
C 1.20921 -0.85828 0.17462
C 1.71916 -2.04905 0.75980
H -1.18917 -3.07777 2.18150
H -1.96520 -0.96687 1.08702
H 1.89497 -0.22739 -0.41203
H 2.76665 -2.31860 0.63510
```

natural (NBO) atomic charge list, values in e, 2 entries: -0.865 0.538


Entry 5:
Entry from the Open Molecules 2025 dataset: C24H41CrIN3P as an isolated structure in a non-equilibrium geometry (the ωB97M-V functional and the def2-TZVPD basis).

As for the spin multiplicity: 5. The orbital gap (spin up / spin down) is 5.251 / 6.008 eV. Its total charge is 0. The energy comes out at -2786.7600 hartree. As for the expectation value of S²: 6.05.

```
71
C24H41CrIN3P the ωB97M-V functional and the def2-TZVPD basis
C -2.61293 -0.39427 -0.74932
C -2.10477 0.21269 1.95015
H -3.69126 -0.40531 -0.93404
H -2.37449 -1.28084 -0.15989
H -2.13241 -0.54183 -1.72524
H -1.99736 0.87273 2.80869
H -3.00391 -0.39271 2.08704
H -1.27752 -0.51472 2.00228
C -2.27994 1.93757 -2.75644
C -2.51882 2.83190 -3.79913
C -2.22295 4.18149 -3.62396
C -1.70516 4.58655 -2.40155
H -2.60837 0.90446 -2.82165
H -2.95343 2.45042 -4.71429
H -2.41562 4.91156 -4.40533
H -1.57498 5.63612 -2.15888
N -1.66168 2.30298 -1.61359
C -1.38612 3.62893 -1.42128
C -0.91332 3.99092 -0.08464
N -0.84656 2.96422 0.81736
C -0.63681 3.24743 2.11947
C -0.34863 5.59289 1.63181
C -0.33789 4.54190 2.54958
H -0.72696 2.41140 2.81472
H -0.12108 4.70230 3.59655
C -0.69619 5.31903 0.31829
H -0.84657 6.10961 -0.41038
H -0.12831 6.61274 1.93480
Cr -1.45992 1.06700 0.12029
I -4.03856 1.60381 0.73356
C 1.16326 -0.78845 -2.53345
C 1.96657 -1.16786 -1.27688
C 2.81224 -2.41149 -1.57451
C 2.88616 0.02348 -0.97107
P 0.79345 -1.41240 0.17116
N -0.06776 -0.04180 0.03284
C -0.10957 -3.09934 0.04653
C 0.88943 -4.24823 0.34013
C -1.29382 -3.25308 1.02902
C -0.68981 -3.30155 -1.36160
C 1.68800 -1.29914 1.82585
C 0.87587 -1.88839 2.99752
C 3.02189 -2.05424 1.74678
C 1.94921 0.17288 2.17187
H 1.88006 -0.62229 -3.35521
H 0.59440 0.13735 -2.37761
H 0.46970 -1.56707 -2.86486
H 3.56893 -2.14330 -2.33110
H 3.36849 -2.77063 -0.70108
H 2.21372 -3.23366 -1.98579
H 2.30031 0.92589 -0.75759
H 3.58701 -0.15294 -0.14814
H 3.49241 0.22432 -1.86984
H 1.77046 -4.26491 -0.31220
H 1.23111 -4.27002 1.38164
H 0.36463 -5.19513 0.14980
H -2.13989 -2.57955 0.84517
H -1.65502 -4.28413 0.89756
H -1.01691 -3.15293 2.08146
H -1.42980 -2.53348 -1.61757
H 0.06317 -3.35473 -2.15513
H -1.20259 -4.27531 -1.34731
H 0.68172 -2.96020 2.88543
H 1.48915 -1.76253 3.90544
H -0.07451 -1.36902 3.18290
H 3.73219 -1.60264 1.04801
H 3.47984 -2.01499 2.74521
H 2.89817 -3.11368 1.49812
H 2.57633 0.68960 1.44122
H 1.01324 0.73634 2.27700
H 2.48110 0.18823 3.13532
```

Mulliken atomic charge list, values in e, 2 entries: -1.361 -1.534


Entry 6:
Entry from the Open Molecules 2025 dataset: C18H19Cl5IrN6O7 as an isolated structure in a non-equilibrium geometry (the ωB97M-V functional and the def2-TZVPD basis).

As for the spin multiplicity: 2. The orbital gap (spin up / spin down) is 7.924 / 6.194 eV. Its total charge is +2. The calculation puts the energy above the lowest of the compared OMol25 structures with the same formula, charge and spin at 1.381 eV. The energy comes out at -3957.4196 hartree. As for the expectation value of S²: 0.78.

```
56
C18H19Cl5IrN6O7 the ωB97M-V functional and the def2-TZVPD basis
Ir -0.41798 0.52793 1.48431
C -0.96225 3.96439 2.95276
C -0.53762 3.73206 1.54780
N -0.12265 2.57610 1.04390
C 0.19385 2.78708 -0.27432
C -0.00565 4.09145 -0.57498
N -0.46245 4.66269 0.58163
C 0.21822 4.95298 -1.77911
O 0.68591 4.36589 -2.85831
O -0.02239 6.12215 -1.67991
C 0.60411 1.63068 -1.03872
O 0.91655 1.68339 -2.22133
O 0.62451 0.53030 -0.34781
H -0.79095 3.06007 3.53145
H -2.01972 4.22745 3.01435
H -0.39230 4.78178 3.39560
H -0.69749 5.64723 0.63532
H 0.81388 3.39922 -2.76418
Cl -6.74625 -2.53096 1.32245
C -5.45385 -1.51342 1.01355
C -4.54687 -1.17878 2.07429
Cl -4.79941 -1.78962 3.63802
C -3.49531 -0.37065 1.80419
Cl -2.40130 0.12563 3.03171
C -3.21824 0.13157 0.50357
O -2.18872 0.81126 0.25670
C -4.17075 -0.17981 -0.53953
Cl -3.87376 0.46477 -2.07420
C -5.25844 -0.98055 -0.28367
Cl -6.37060 -1.33392 -1.51963
N 1.53476 -0.43019 2.10201
C 1.77553 -1.42266 1.03560
C 3.01082 -2.30487 1.21845
C 3.37959 -3.17120 0.00916
C 3.73354 -2.42458 -1.27804
N 2.65517 -1.65668 -1.91543
C 1.67076 -2.15375 -2.65680
N 0.86974 -1.31517 -3.31798
N 1.49710 -3.46477 -2.75643
C 0.44932 -2.18000 0.84357
O 0.43357 -3.22267 0.23102
O -0.55475 -1.52677 1.37799
H 2.24332 0.29853 2.07235
H 1.54624 -0.85752 3.02291
H 1.83427 -0.89106 0.10213
H 2.88548 -2.95775 2.08593
H 3.85417 -1.63693 1.43773
H 2.57135 -3.87665 -0.16277
H 4.26430 -3.75197 0.27587
H 4.12454 -3.14667 -1.99824
H 4.53366 -1.71476 -1.07226
H 2.75793 -0.65628 -1.95505
H 0.95724 -0.31673 -3.22929
H 0.13378 -1.66913 -3.90258
H 2.01284 -4.10120 -2.17437
H 0.72362 -3.84694 -3.27136
```

natural (NBO) atomic charge list, values in e, 2 entries: 1.288 -0.670


- Look up the energy of the sixth one.
  -3957.4196 hartree